Entry 1:
Formula: C40H51AuBN5P2S
Source: OMol25
Level of theory: ωB97M-V/def2-TZVPD

net charge	0
gap between HOMO and LUMO	8.22	eV
LUMO	0.537	eV
energy above the lowest of the compared OMol25 structures with the same formula, charge and spin	0.000	eV

Each line ends with the Löwdin charge.
CARTESIAN COORDINATES (ANGSTROEM)
Au  0.867  0.376  -0.854  0.61
B  1.237  3.223  -4.598  -0.44
C  1.271  2.174  -3.425  -0.23
N  1.297  1.399  -2.571  -0.03
H  1.320  4.324  -4.097  0.01
H  0.177  3.098  -5.188  0.00
H  2.166  2.989  -5.337  0.01
C  1.765  -2.195  1.501  -0.50
P  0.415  -1.171  0.741  0.83
C  -0.429  -0.357  2.128  -0.38
C  0.363  0.381  3.010  -0.12
C  -0.220  1.127  4.019  -0.08
C  -1.604  1.162  4.144  -0.08
C  -2.398  0.457  3.254  -0.07
C  -1.815  -0.296  2.242  -0.12
C  -0.671  -2.471  0.061  -0.39
C  -1.613  -3.188  0.792  -0.11
C  -2.357  -4.191  0.187  -0.07
C  -2.160  -4.500  -1.150  -0.08
C  -1.206  -3.807  -1.884  -0.08
C  -0.469  -2.799  -1.282  -0.14
P  1.281  -3.514  2.720  1.05
C  2.945  -4.190  3.131  -0.40
C  3.025  -4.985  4.279  -0.11
C  4.231  -5.536  4.678  -0.08
C  5.380  -5.315  3.925  -0.09
C  5.305  -4.558  2.769  -0.09
C  4.093  -4.001  2.370  -0.10
C  1.040  -2.521  4.260  -0.40
C  2.061  -1.738  4.804  -0.11
C  1.876  -1.072  6.003  -0.08
C  0.665  -1.178  6.679  -0.09
C  -0.358  -1.947  6.147  -0.08
C  -0.167  -2.618  4.943  -0.11
H  2.536  -1.545  1.918  0.05
H  2.181  -2.714  0.634  0.04
H  1.442  0.379  2.898  0.11
H  0.402  1.688  4.705  0.11
H  -2.062  1.751  4.929  0.10
H  -3.477  0.494  3.341  0.11
H  -2.440  -0.813  1.525  0.07
H  -1.778  -2.960  1.837  0.09
H  -3.092  -4.737  0.765  0.11
H  -2.746  -5.280  -1.620  0.10
H  -1.039  -4.044  -2.929  0.10
H  0.264  -2.242  -1.854  0.05
H  2.130  -5.159  4.867  0.10
H  4.277  -6.135  5.579  0.10
H  6.327  -5.736  4.240  0.10
H  6.195  -4.390  2.174  0.10
H  4.057  -3.415  1.459  0.09
H  3.016  -1.665  4.294  0.11
H  2.679  -0.475  6.421  0.11
H  0.523  -0.667  7.624  0.10
H  -1.302  -2.035  6.671  0.10
H  -0.962  -3.232  4.533  0.10
N  0.243  6.158  2.680  0.12
C  0.385  5.011  1.951  -0.33
C  -0.723  4.237  1.593  -0.02
C  -0.529  3.073  0.877  -0.17
N  0.673  2.630  0.496  -0.01
C  1.727  3.381  0.822  -0.15
C  1.642  4.558  1.537  -0.02
H  -0.667  6.474  2.953  0.10
H  1.037  6.720  2.920  0.10
H  -1.724  4.539  1.881  0.11
H  -1.375  2.453  0.598  0.05
H  2.693  3.010  0.494  0.11
H  2.536  5.122  1.775  0.11
C  1.802  -1.499  -5.250  -0.10
C  0.347  -1.646  -4.810  -0.27
C  -0.544  -0.588  -5.454  -0.19
C  -1.992  -0.645  -4.963  -0.18
N  -2.135  -0.502  -3.522  0.00
C  -2.128  0.639  -2.810  -0.82
S  -2.363  0.535  -1.135  0.63
N  -1.935  1.785  -3.471  0.04
C  -1.826  3.088  -2.824  -0.22
C  -3.180  3.768  -2.653  -0.20
C  -3.842  4.153  -3.975  -0.26
C  -3.065  5.216  -4.755  -0.11
H  2.439  -2.243  -4.768  0.07
H  2.177  -0.507  -4.986  0.07
H  1.896  -1.619  -6.332  0.07
H  0.291  -1.540  -3.723  0.06
H  -0.022  -2.645  -5.069  0.11
H  -0.552  -0.719  -6.540  0.12
H  -0.110  0.394  -5.253  0.09
H  -2.420  -1.614  -5.221  0.12
H  -2.594  0.119  -5.463  0.12
H  -2.272  -1.327  -2.964  0.09
H  -1.552  1.732  -4.404  0.11
H  -1.158  3.691  -3.438  0.08
H  -1.356  2.955  -1.853  0.07
H  -3.031  4.667  -2.044  0.11
H  -3.833  3.095  -2.093  0.09
H  -4.847  4.524  -3.763  0.10
H  -3.957  3.258  -4.594  0.10
H  -2.824  6.067  -4.112  0.08
H  -3.653  5.588  -5.596  0.07
H  -2.128  4.821  -5.154  0.06


Entry 2:
Formula: C5H7NO
Source: OMol25
Level of theory: ωB97M-V/def2-TZVPD

net charge	+2
gap between HOMO and LUMO	9.52	eV
LUMO	-11.543	eV

Each line ends with the Löwdin charge.
CARTESIAN COORDINATES (ANGSTROEM)
C  0.362  -1.021  0.562  0.26
C  -0.600  -1.968  -0.836  0.29
C  -0.570  0.840  -0.537  0.10
C  -1.035  0.176  -1.607  0.04
C  1.022  1.064  1.315  0.04
N  0.228  0.198  0.485  -0.08
O  -0.960  -1.164  -1.683  0.15
H  0.862  -1.631  1.237  0.15
H  -0.533  -3.093  -0.944  0.21
H  -0.955  1.851  -0.257  0.20
H  -1.663  0.696  -2.468  0.24
H  1.767  1.757  0.732  0.19
H  1.584  0.530  2.039  0.11
H  0.492  1.764  1.962  0.14


Entry 3:
Formula: Cl2NO3P
Source: OMol25
Level of theory: ωB97M-V/def2-TZVPD

net charge	0
gap between HOMO and LUMO (spin up / spin down)	10.39 / 5.54	eV
LUMO (spin up / spin down)	-0.097 / -3.380	eV
energy above the lowest of the compared OMol25 structures with the same formula, charge and spin	2.424	eV

Each line ends with the Löwdin charge.
CARTESIAN COORDINATES (ANGSTROEM)
N  0.058  -1.812  -1.246  -0.29
O  -0.499  -1.158  -2.022  0.13
O  0.262  -2.890  -0.880  0.13
O  0.079  -0.020  0.682  -0.49
P  0.165  1.205  1.507  0.07
Cl  -1.596  2.229  1.345  0.23
Cl  1.531  2.447  0.614  0.22


Entry 4:
Formula: C13H46B2NO9PS7
Source: OMol25
Level of theory: ωB97M-V/def2-TZVPD

net charge	0
gap between HOMO and LUMO	8.09	eV
LUMO	0.298	eV

Each line ends with the Löwdin charge.
CARTESIAN COORDINATES (ANGSTROEM)
N  0.546  3.056  -0.857  0.15
B  1.302  2.091  -1.664  -0.77
O  2.692  2.304  -1.799  0.08
P  0.600  0.521  -2.521  0.57
S  0.480  1.590  -4.457  0.30
C  0.553  -0.362  -0.811  -0.26
B  1.992  -0.866  -0.285  -0.68
O  2.202  -0.792  1.104  0.14
O  2.998  -1.393  -1.105  0.12
H  0.857  2.938  0.106  0.05
H  -0.434  2.795  -0.862  0.07
H  2.928  3.047  -1.252  0.08
H  -0.790  0.217  -2.661  0.02
H  1.506  -0.445  -3.051  0.02
H  1.515  2.478  -4.445  -0.21
H  0.179  0.389  -0.087  0.06
H  -0.189  -1.178  -0.841  0.07
H  1.463  -0.333  1.485  0.07
H  3.313  -0.743  -1.726  0.08
C  -1.462  4.535  4.095  -0.26
S  -0.637  4.456  2.497  0.81
O  -0.416  3.011  2.177  -0.57
C  0.932  5.126  3.068  -0.26
H  -2.463  4.123  3.979  0.05
H  -0.907  3.948  4.827  0.06
H  -1.529  5.575  4.416  0.05
H  1.332  4.504  3.869  0.06
H  0.778  6.144  3.425  0.02
H  1.627  5.133  2.229  0.04
C  -1.117  -6.025  0.409  -0.27
S  -0.532  -4.383  -0.040  0.80
O  -0.469  -4.323  -1.530  -0.56
C  1.152  -4.615  0.562  -0.24
H  -2.152  -6.117  0.087  0.00
H  -0.510  -6.783  -0.090  0.04
H  -1.063  -6.150  1.490  0.06
H  1.612  -5.464  0.057  0.03
H  1.133  -4.783  1.639  0.06
H  1.720  -3.711  0.348  0.04
C  -2.155  6.260  -4.436  -0.27
S  -1.685  5.388  -2.931  0.78
O  -2.712  5.702  -1.898  -0.56
C  -0.236  6.395  -2.569  -0.27
H  -3.072  5.812  -4.814  0.05
H  -2.329  7.314  -4.216  0.06
H  -1.366  6.153  -5.181  0.05
H  -0.529  7.441  -2.465  0.05
H  0.493  6.284  -3.372  0.05
H  0.195  6.039  -1.635  0.03
C  0.986  9.461  3.860  -0.27
S  0.875  8.861  5.556  0.82
O  0.447  7.433  5.492  -0.57
C  -0.576  9.831  6.005  -0.27
H  1.813  8.948  3.373  0.05
H  0.058  9.245  3.329  0.06
H  1.178  10.534  3.866  0.05
H  -1.403  9.591  5.336  0.06
H  -0.335  10.892  5.944  0.05
H  -0.848  9.578  7.028  0.05
C  -3.183  -9.207  -1.108  -0.26
S  -4.034  -7.985  -0.095  0.79
O  -3.852  -8.384  1.329  -0.54
C  -5.703  -8.465  -0.578  -0.27
H  -2.113  -9.110  -0.928  0.05
H  -3.510  -10.210  -0.832  0.06
H  -3.391  -9.016  -2.161  0.06
H  -5.871  -9.515  -0.335  0.06
H  -5.833  -8.298  -1.647  0.05
H  -6.407  -7.845  -0.025  0.05
C  4.021  -6.796  -1.572  -0.26
S  2.478  -7.450  -2.233  0.81
O  1.661  -7.919  -1.074  -0.56
C  3.205  -8.909  -3.003  -0.27
H  3.794  -5.891  -1.012  0.04
H  4.481  -7.529  -0.908  0.06
H  4.695  -6.553  -2.393  0.05
H  3.718  -9.509  -2.251  0.06
H  3.905  -8.596  -3.779  0.05
H  2.402  -9.491  -3.450  0.05


Entry 5:
Formula: C6H11NOS
Source: OMol25
Level of theory: ωB97M-V/def2-TZVPD

net charge	0
gap between HOMO and LUMO	9.55	eV
LUMO	0.733	eV
energy above the lowest of the compared OMol25 structures with the same formula, charge and spin	2.291	eV

Each line ends with the Löwdin charge.
CARTESIAN COORDINATES (ANGSTROEM)
C  0.084  -1.676  -0.128  -0.39
C  1.206  -0.724  0.070  -0.24
C  0.306  0.390  -0.584  -0.33
C  2.498  -1.216  -0.626  -0.06
C  0.263  1.715  0.277  -0.07
C  -3.002  0.537  0.699  -0.39
N  -0.847  -0.568  -0.572  -0.37
O  -0.172  -2.823  0.134  0.11
S  -2.447  -0.113  -0.909  0.86
H  1.537  -0.592  1.181  0.18
H  0.743  0.671  -1.596  0.15
H  2.189  -1.760  -1.438  0.04
H  3.145  -1.891  -0.011  0.09
H  3.225  -0.359  -0.884  0.11
H  -0.782  2.278  0.266  0.10
H  1.151  2.450  -0.038  0.12
H  0.465  1.514  1.286  0.03
H  -3.564  1.504  0.613  0.04
H  -2.110  0.742  1.219  -0.01
H  -3.888  -0.078  1.041  0.05


Entry 6:
Formula: C4H32NO12
Source: OMol25
Level of theory: ωB97M-V/def2-TZVPD

net charge	-1
gap between HOMO and LUMO	8.90	eV
LUMO	2.574	eV
energy above the lowest of the compared OMol25 structures with the same formula, charge and spin	5.066	eV

Each line ends with the Löwdin charge.
CARTESIAN COORDINATES (ANGSTROEM)
C  -0.981  -0.463  -0.710  -0.14
N  -1.512  -1.777  -0.882  -0.07
C  -0.795  -2.731  -0.155  -0.32
O  0.566  -2.803  -0.589  -0.12
C  -0.820  0.284  -2.332  -0.15
C  -1.343  1.693  -2.372  -0.17
H  0.032  -0.425  -0.205  0.10
H  -1.693  0.137  -0.164  0.06
H  -1.558  -2.102  -1.823  0.09
H  -1.164  -3.720  -0.403  0.12
H  -0.901  -2.701  0.914  0.11
H  0.359  0.426  -2.436  0.12
H  -1.279  -0.435  -3.073  0.10
H  -1.335  2.129  -3.359  0.05
H  -0.607  2.610  -1.853  0.14
H  -2.252  1.850  -1.921  0.00
H  1.775  0.017  1.727  -0.03
H  2.282  1.132  2.710  0.05
O  1.560  0.491  2.623  -0.15
H  -0.549  -0.704  2.597  0.05
H  0.048  0.373  3.580  0.01
O  -0.717  -0.255  3.499  -0.14
H  2.453  2.030  -2.689  0.03
H  1.662  2.852  -1.560  -0.10
O  1.802  2.691  -2.422  -0.05
H  1.217  -3.400  1.381  0.08
H  1.539  -2.248  2.363  0.07
O  1.972  -3.169  2.094  -0.16
H  1.048  -2.087  -0.072  0.03
H  3.952  -0.292  -1.176  0.00
O  3.062  0.027  -1.262  -0.15
H  -3.580  -0.398  0.553  0.05
H  -4.337  0.171  -0.758  0.07
O  -4.390  0.118  0.243  -0.11
H  1.857  -2.099  -2.807  0.01
H  0.747  -2.838  -2.452  -0.07
O  1.335  -2.806  -3.143  -0.03
H  1.132  2.031  0.752  0.06
H  0.547  3.410  0.396  -0.02
O  1.281  2.845  0.191  -0.07
H  -2.970  1.438  2.726  0.06
H  -3.533  1.992  1.406  -0.10
O  -2.929  2.039  1.986  0.03
H  2.651  -1.385  1.199  -0.04
H  2.349  -0.243  -0.542  -0.01
O  2.047  -0.932  0.686  -0.30
H  -0.983  3.122  2.194  0.14
H  -1.809  3.582  0.867  0.02
O  -0.950  3.694  1.282  -0.12


Entry 7:
Formula: C2H8NO
Source: OMol25
Level of theory: ωB97M-V/def2-TZVPD

net charge	0
gap between HOMO and LUMO (spin up / spin down)	10.86 / 6.56	eV
spin multiplicity	2
LUMO (spin up / spin down)	0.937 / -2.365	eV
energy above the lowest of the compared OMol25 structures with the same formula, charge and spin	2.217	eV

Each line ends with the Löwdin charge.
CARTESIAN COORDINATES (ANGSTROEM)
O  0.154  2.055  0.648  -0.21
H  0.402  2.745  0.105  -0.07
C  0.951  -1.043  0.361  -0.13
N  0.101  -0.232  -0.422  -0.10
C  -1.152  -0.833  -0.665  -0.14
H  0.424  -1.671  1.339  0.17
H  1.771  -0.490  0.697  0.06
H  1.264  -1.848  -0.282  0.08
H  -0.046  0.865  -0.007  0.06
H  -1.814  -0.885  0.166  0.08
H  -1.678  -0.309  -1.466  0.09
H  -1.062  -1.969  -0.960  0.13